No. 1
C7H7N5 | ωB97M-V/def2-TZVPD

Last column: Löwdin charge in e.
Atoms and positions in Å:
C (-3.8077, -0.2696, -0.1137)  -0.235
C (-2.1079, -1.9459, -0.2413)  -0.239
C (-1.9558, 2.2018, 0.1739)  -0.154
C (-1.6033, 0.8815, -0.0784)  -0.042
C (2.0317, 0.1850, -0.2772)  -0.120
C (0.6381, -0.0127, -0.9362)  -0.196
C (-2.5278, -0.7451, 0.3583)  -0.109
N (-4.7839, 0.2653, -0.2769)  0.199
N (-1.7899, -2.9232, -0.7513)  0.196
N (-0.9406, 2.9942, -0.1085)  0.011
N (0.0692, 2.2554, -0.4537)  0.045
N (-0.3056, 0.9587, -0.4203)  -0.132
H (-2.9333, 2.6613, 0.5405)  0.133
H (2.4970, 1.1643, -0.7224)  0.097
H (2.8055, -0.6162, -0.4250)  0.080
H (1.9783, 0.3308, 0.8023)  0.061
H (0.3899, -1.1721, -0.7842)  0.139
H (0.8035, 0.0902, -2.0682)  0.138
H (-2.3842, -0.9384, 1.3866)  0.128

orbital gap = 10.0 eV
energy above the lowest of the compared OMol25 structures with the same formula, charge and spin = 3.5052 eV
charge = 0
electronic energy = -14818.525 eV
HOMO level = -10.31 eV

=====

No. 2
C14H18N2O2 | ωB97M-V/def2-TZVPD

Last column: Löwdin charge in e.
Atoms and positions in Å:
C (4.8778, -0.3160, 0.7163)  -0.091
H (5.9580, -0.3900, 0.8331)  0.091
O (4.3294, -1.1538, 1.7049)  -0.092
C (2.9696, -1.2461, 1.7866)  -0.269
C (2.0887, -0.5737, 0.9581)  0.052
C (0.7233, -0.7641, 1.1595)  -0.095
C (0.2735, -1.6206, 2.1807)  -0.206
C (1.1560, -2.2960, 3.0120)  -0.015
C (2.5006, -2.0990, 2.8031)  -0.011
H (3.2350, -2.5954, 3.4169)  0.114
H (0.8029, -2.9515, 3.7939)  0.108
N (-1.0979, -1.6137, 2.1444)  0.125
C (-1.5421, -0.7981, 1.1514)  -0.222
C (-0.4487, -0.2404, 0.4999)  -0.055
C (-0.3627, 0.6938, -0.6163)  -0.321
O (0.7055, 1.1142, -1.0141)  0.084
C (-1.6812, 1.1095, -1.2585)  -0.147
N (-1.5208, 2.0382, -2.3569)  -0.269
C (-2.7802, 2.6524, -2.7140)  -0.113
H (-2.6059, 3.3805, -3.5046)  0.082
H (-3.1903, 3.1748, -1.8500)  0.082
H (-3.5278, 1.9232, -3.0715)  0.086
C (-0.8940, 1.4226, -3.5071)  -0.099
H (0.0785, 1.0357, -3.2160)  0.075
H (-0.7499, 2.1783, -4.2773)  0.085
H (-1.4999, 0.6013, -3.9272)  0.088
H (-2.2777, 1.6017, -0.4860)  0.123
H (-2.2167, 0.1917, -1.5707)  0.129
C (-3.0103, -0.6501, 0.9602)  -0.016
H (-3.5422, -1.2525, 1.6946)  0.079
H (-3.3143, -0.9769, -0.0331)  0.081
H (-3.3198, 0.3868, 1.0808)  0.084
H (-1.6941, -2.1335, 2.7680)  0.162
H (2.4134, 0.0873, 0.1738)  0.098
H (4.5973, -0.6449, -0.2893)  0.096
H (4.5670, 0.7243, 0.8542)  0.097

orbital gap = 8.5 eV
energy above the lowest of the compared OMol25 structures with the same formula, charge and spin = 1.8973 eV
charge = 0
electronic energy = -21884.974 eV
HOMO level = -7.89 eV
SMILES string = COc1ccc2[nH]c(C)c(C(=O)CN(C)C)c2c1

=====

No. 3
C21H27N3O5S | ωB97M-V/def2-TZVPD

Last column: Löwdin charge in e.
Atoms and positions in Å:
C (-0.7595, -2.1640, -3.4106)  -0.095
H (-0.9583, -2.3482, -4.4640)  0.090
O (0.0637, -1.0176, -3.3672)  -0.169
C (0.4952, -0.6499, -2.0870)  -0.190
C (-0.5955, 0.0810, -1.2716)  -0.095
N (-0.2072, 0.2355, 0.1153)  -0.010
C (-0.2115, -0.7601, 1.0216)  -0.425
O (0.4337, -0.6976, 2.0609)  0.041
C (-1.1603, -1.9356, 0.7827)  -0.055
N (-2.5150, -1.5030, 1.0329)  0.108
C (-3.4596, -1.4286, 0.0673)  -0.426
O (-3.2609, -1.7712, -1.0873)  0.054
C (-4.7471, -0.8968, 0.5238)  -0.186
C (-5.9086, -0.6953, -0.1773)  0.018
C (-6.8293, -0.1449, 0.7386)  -0.045
C (-6.1654, -0.0501, 1.9252)  -0.102
O (-4.9101, -0.5001, 1.8101)  0.045
H (-6.4702, 0.3089, 2.8887)  0.125
H (-7.8421, 0.1408, 0.5432)  0.104
H (-6.0637, -0.9185, -1.2123)  0.121
H (-2.7323, -1.1618, 1.9565)  0.150
H (-0.8870, -2.7233, 1.4921)  0.135
H (-1.1185, -2.3263, -0.2343)  0.118
C (0.4554, 1.4906, 0.4919)  -0.195
C (-0.3734, 2.6518, 0.0554)  -0.475
C (-0.0593, 3.7437, -0.6873)  -0.109
C (-1.1515, 4.6271, -0.8572)  -0.176
C (-2.2794, 4.1936, -0.2447)  -0.412
S (-2.0415, 2.6955, 0.5658)  1.038
H (-3.2461, 4.6554, -0.2141)  0.059
H (-1.0915, 5.5428, -1.4171)  0.101
H (0.9168, 3.9017, -1.1063)  0.106
H (0.5014, 1.4810, 1.5906)  0.155
C (1.9091, 1.4664, -0.0289)  -0.429
O (2.3137, 2.1033, -0.9782)  0.069
N (2.6571, 0.6143, 0.6871)  0.115
H (2.2249, 0.0951, 1.4433)  0.121
C (4.0239, 0.2781, 0.3524)  -0.281
C (4.9417, 0.4280, 1.5781)  -0.137
C (5.1023, -0.9914, 2.1155)  -0.195
H (4.2175, -1.2822, 2.6839)  0.111
H (5.9761, -1.0998, 2.7556)  0.106
C (5.1992, -1.8211, 0.8390)  -0.194
H (6.1895, -1.7006, 0.3976)  0.111
H (5.0271, -2.8823, 1.0110)  0.106
C (4.1373, -1.2031, -0.0733)  -0.129
H (4.3886, -1.3038, -1.1273)  0.111
H (3.1750, -1.6919, 0.0905)  0.106
H (5.9107, 0.8165, 1.2644)  0.114
H (4.5172, 1.1146, 2.3086)  0.113
H (4.3090, 0.9587, -0.4530)  0.143
H (-1.5381, -0.4592, -1.3510)  0.097
H (-0.7423, 1.0734, -1.6999)  0.135
H (1.3458, 0.0186, -2.2429)  0.124
H (0.8410, -1.5340, -1.5253)  0.122
H (-0.2388, -3.0313, -2.9845)  0.091
H (-1.7089, -2.0226, -2.8869)  0.066

orbital gap = 9.4 eV
energy above the lowest of the compared OMol25 structures with the same formula, charge and spin = 1.3453 eV
charge = 0
electronic energy = -47758.600 eV
HOMO level = -8.80 eV
SMILES string = COCCN(C(=O)CNC(=O)c1ccco1)[C@@H](C(=O)NC1CCCC1)c1cccs1

=====

No. 4
C19H36FeI2NOP2 | ωB97M-V/def2-TZVPD

Last column: Mulliken spin population.
Atoms and positions in Å:
I (-0.0554, -3.2172, -2.4486)  0.946
I (-0.0041, 1.7038, -1.7253)  0.038
Fe (-0.0320, -0.1222, 0.0474)  3.125
P (-2.3214, -0.0691, -0.1768)  -0.079
C (-3.1687, 1.5343, 0.0434)  0.008
C (-2.8642, -0.6276, -1.8228)  0.011
H (-3.8894, -1.0116, -1.7390)  -0.001
H (-4.3547, -0.9584, 0.8174)  -0.003
H (-2.1914, -1.4321, -2.1623)  -0.012
H (-3.0183, -2.1540, 0.8731)  0.001
H (-2.8772, 2.2314, -0.7518)  0.001
H (-2.8255, 0.2014, -2.5383)  0.000
C (-3.2764, -1.0954, 0.9929)  -0.020
H (-4.2579, 1.3800, 0.0279)  -0.002
H (-3.0407, -0.7800, 2.0171)  0.004
H (-2.8712, 1.9669, 1.0086)  -0.002
P (2.2591, -0.0141, -0.1672)  -0.077
C (3.0206, 1.6328, 0.0533)  0.006
C (3.2946, -1.0231, 0.9620)  -0.015
H (2.1951, -1.3718, -2.1613)  -0.009
H (3.8734, -0.8752, -1.7443)  -0.002
H (2.7544, 0.2856, -2.5375)  -0.001
C (2.8303, -0.5396, -1.8211)  -0.002
H (3.1819, -2.0912, 0.7473)  0.002
H (4.3529, -0.7435, 0.8365)  -0.002
H (4.1129, 1.5406, -0.0509)  -0.003
H (2.7901, 2.0377, 1.0479)  0.003
H (3.0041, -0.8312, 2.0016)  -0.001
H (2.6311, 2.3314, -0.6984)  0.000
C (-0.2305, 1.4334, 1.0774)  0.022
O (-0.4197, 2.4897, 1.5528)  -0.011
C (-0.7928, -0.7660, 6.8533)  -0.001
C (-0.2746, -0.2063, 5.5623)  -0.021
C (0.2457, 1.0942, 5.5080)  0.239
C (0.8605, 1.5748, 4.3455)  -0.021
C (1.4200, 2.9670, 4.3226)  0.002
C (0.9643, 0.7346, 3.2407)  0.155
C (0.2637, -0.5037, 3.1697)  0.123
C (-0.2653, -0.9854, 4.4023)  0.131
N (0.0924, -1.1650, 1.9675)  0.378
C (0.0876, -2.6424, 2.0306)  -0.093
C (1.2142, -3.2040, 2.8891)  0.046
C (-1.2455, -3.2258, 2.5612)  0.045
C (0.3048, -3.1586, 0.6199)  0.185
H (0.0168, -0.8451, 7.5887)  -0.003
H (-1.5630, -0.1133, 7.2724)  -0.005
H (-1.2247, -1.7671, 6.7338)  0.000
H (0.2021, 1.7356, 6.3934)  -0.010
H (0.7549, 3.6309, 4.8826)  -0.002
H (2.4136, 3.0078, 4.7888)  -0.002
H (1.5127, 3.3698, 3.3087)  -0.001
H (1.6977, 0.9947, 2.4688)  0.002
H (-0.6903, -1.9888, 4.4649)  0.003
H (1.0815, -2.9683, 3.9486)  -0.007
H (1.2162, -4.2960, 2.7808)  0.002
H (2.1974, -2.8347, 2.5772)  0.001
H (-1.7476, -3.8419, 1.8002)  0.002
H (-1.0657, -3.8894, 3.4192)  -0.002
H (-1.9540, -2.4519, 2.8688)  -0.004
H (-0.5561, -2.8521, 0.0032)  0.047
H (1.2382, -2.7735, 0.1955)  -0.116
H (0.3445, -4.2524, 0.6237)  0.004

multiplicity = 6
orbital gap (alpha / beta) = 6.1 / 6.3 eV
energy above the lowest of the compared OMol25 structures with the same formula, charge and spin = 0.0377 eV
charge = +2
electronic energy = -92975.135 eV
⟨S²⟩ = 8.927
HOMO level (alpha / beta) = -14.60 / -14.88 eV

=====

No. 5
C5H8N2 | ωB97M-V/def2-TZVPD

Last column: Löwdin charge in e.
Atoms and positions in Å:
C (-2.4749, -0.1837, 0.0108)  -0.076
C (-0.9923, 0.0622, -0.0114)  -0.315
C (-0.3557, 1.2863, -0.2023)  -0.130
N (0.9925, 1.1107, -0.1474)  -0.007
C (1.1889, -0.2031, 0.0741)  -0.424
N (2.6404, -0.2830, 0.0541)  0.109
C (0.0206, -0.9241, 0.1671)  -0.021
H (-2.7371, -1.0852, -0.5558)  0.070
H (-2.8587, -0.3172, 1.0304)  0.070
H (-3.0178, 0.6556, -0.4379)  0.070
H (-0.8014, 2.2588, -0.3712)  0.101
H (2.3748, 0.9616, -0.1491)  0.208
H (3.0947, -0.5505, 0.9259)  0.125
H (3.0465, -0.8042, -0.7214)  0.126
H (-0.1203, -1.9841, 0.3342)  0.095

orbital gap = 8.1 eV
energy above the lowest of the compared OMol25 structures with the same formula, charge and spin = 2.3947 eV
charge = 0
electronic energy = -8292.602 eV
HOMO level = -7.56 eV